1.
Below is C13H44AsF6O9 as an isolated structure at a distorted geometry, with properties calculated with ωB97M-V/def2-TZVPD.

For the energy relative to the best compared isomer or geometry (same formula, charge and spin), the calculation gives 0.0000 eV. Its spin multiplicity is 1. The value obtained for the HOMO energy is -7.122 eV. The net charge is -1. The LUMO energy comes out at 2.4 eV. The max |F| comes out at 1.45 eV/A. For the gap between HOMO and LUMO, the calculation gives 0.3493 Ha.

Cartesian coordinates (Å):
As -0.54923 -0.73636 -0.38022
F -2.10518 -0.04505 -0.79861
F 0.14804 0.83975 -0.24291
F 0.93189 -1.53003 0.04849
F -1.22509 -2.32418 -0.45502
F -0.13545 -0.81468 -2.05902
F -0.95603 -0.60819 1.31690
C -1.81850 3.25379 1.33482
O -0.64098 3.54289 0.60642
H -2.70469 3.43932 0.72394
H -1.79482 2.25132 1.76625
H -1.84293 3.94934 2.17999
H -0.22948 2.73058 0.29391
C -2.91008 -0.82482 4.14952
O -2.59250 -1.74142 3.12571
H -2.02725 -0.46887 4.69262
H -3.44014 0.04485 3.74548
H -3.54711 -1.31745 4.88362
H -2.05945 -1.26166 2.46878
C 3.57084 -0.96136 -1.76771
O 4.62895 -1.74419 -1.23462
H 2.65495 -1.53101 -1.91080
H 3.30181 -0.15417 -1.07036
H 3.95768 -0.42490 -2.62991
H 4.57886 -1.78532 -0.27906
C -3.01376 2.74016 -2.64798
O -1.96210 1.79290 -2.78614
H -3.88532 2.36642 -3.19574
H -3.21711 2.94218 -1.59872
H -2.71306 3.64231 -3.17821
H -2.15292 1.03533 -2.21337
C -2.97253 -3.01827 -3.01537
O -1.98419 -2.67279 -3.98232
H -2.50605 -3.52131 -2.16723
H -3.53652 -2.14345 -2.67954
H -3.69464 -3.70983 -3.45239
H -1.39703 -2.06118 -3.52022
C -4.91629 -1.57266 0.43220
O -4.97852 -2.37889 1.59844
H -5.93602 -1.29764 0.15768
H -4.32262 -0.66968 0.58285
H -4.49849 -2.15294 -0.39715
H -4.12539 -2.29963 2.04967
C 2.80058 -4.62598 1.48941
O 3.12038 -3.80155 2.60927
H 3.68303 -4.75260 0.85872
H 2.48283 -5.60434 1.84760
H 1.97414 -4.19813 0.91699
H 3.77112 -3.15384 2.33379
C 1.96600 0.21596 2.68445
C 2.53103 0.59907 4.03708
C 2.74268 2.09267 4.15902
O 1.64292 0.10428 5.03606
H 2.72524 0.43148 1.91913
H 1.09484 0.83242 2.46561
H 1.79020 -0.84120 2.49153
H 3.50569 0.09721 4.12841
H 1.83747 2.68788 4.03403
H 3.48197 2.43390 3.43286
H 3.13609 2.31404 5.15892
H 1.91786 0.46026 5.88678
C 1.79273 1.09990 -4.40415
C 1.60328 2.14680 -3.31837
C 2.74872 3.13312 -3.25488
O 0.40232 2.87187 -3.55158
H 2.72959 0.56092 -4.23885
H 1.84405 1.58427 -5.38227
H 0.96489 0.39264 -4.42450
H 1.53223 1.66424 -2.33422
H 2.78601 3.71588 -4.18237
H 3.71268 2.61781 -3.22228
H 2.64472 3.80775 -2.40843
H -0.34684 2.31410 -3.26238



2.
Below is C21H19N3O2PtS2 as an isolated structure, with properties calculated with ωB97M-V/def2-TZVPD.

For the energy relative to the best compared isomer or geometry (same formula, charge and spin), the calculation gives 0.0000 eV. Its spin multiplicity is 6. The value obtained for the HOMO energy (alpha / beta) is -9.545 / -10.837 eV. The net charge is +1. The LUMO energy (alpha / beta) comes out at -3.1 / -5.5 eV. The max |F| comes out at 0.55 eV/A. For the gap between HOMO and LUMO (alpha / beta), the calculation gives 0.2385 / 0.1959 Ha.

Cartesian coordinates (Å):
Pt -0.54775 -0.34444 0.19734
C 3.27462 -0.97260 -0.88818
C 1.88160 -1.07240 -1.38542
N 1.02637 0.03952 -1.14860
N 0.84508 0.80873 -2.18884
C -0.23755 1.58156 -2.16585
S -1.41046 1.60001 -0.93515
S -0.57156 2.57990 -3.54644
C 1.12522 3.08307 -4.04098
C 1.71159 4.07205 -3.07332
C 1.35746 5.41642 -3.13835
C 1.81933 6.31251 -2.18700
C 2.63619 5.87131 -1.15407
C 3.00162 4.53583 -1.08848
C 2.53951 3.63906 -2.04325
C 1.29773 -2.16914 -2.10021
C 2.05646 -3.12144 -2.72870
C 1.47570 -4.14734 -3.53962
C 0.11839 -4.21987 -3.74067
C -0.69589 -3.31250 -3.07948
C -0.15734 -2.31232 -2.21186
O -0.99116 -1.61705 -1.55477
H 3.83103 -0.20281 -1.43375
H 3.81190 -1.91499 -0.96638
H 3.26399 -0.66921 0.16300
H 0.98262 3.51024 -5.03259
H 1.71826 2.17571 -4.11752
H 0.71425 5.75936 -3.94130
H 1.53531 7.35515 -2.24686
H 2.98878 6.56936 -0.40566
H 3.64778 4.18982 -0.29145
H 2.83289 2.59648 -1.99869
H 3.13443 -3.07168 -2.65201
H 2.12790 -4.86980 -4.01297
H -0.30859 -4.97976 -4.37923
H -1.77483 -3.35663 -3.15456
O -0.92568 -0.83843 2.21593
N -0.57798 -0.38268 3.40620
C -0.69161 0.92519 3.68667
C -0.37146 1.39374 4.94134
C 0.06958 0.50911 5.91227
C 0.17566 -0.83625 5.59220
C -0.15416 -1.26438 4.32607
H -1.04192 1.54504 2.87482
H -0.47439 2.44929 5.14687
H 0.32535 0.86097 6.90180
H 0.51123 -1.56248 6.31817
H -0.10827 -2.28873 3.99054



3.
Below is a 2-piece molecular cluster, C5H16N2O overall at a distorted geometry, with properties calculated with ωB97M-V/def2-TZVPD.

For the energy relative to the best compared isomer or geometry (same formula, charge and spin), the calculation gives 1.2887 eV. Its spin multiplicity is 1. The value obtained for the HOMO energy is -8.265 eV. As for the structure (SMILES): CCN(C)CCN.O. The LUMO energy comes out at 0.8 eV. The max |F| comes out at 1.38 eV/A. For the gap between HOMO and LUMO, the calculation gives 0.3318 Ha.

Cartesian coordinates (Å):
C -0.79842 -0.01693 1.27232
C 0.65364 -0.58041 1.39483
N 1.07278 -1.55650 0.40190
C 0.67637 -2.90631 0.78936
C 0.69068 -1.28109 -0.96791
C 0.91302 0.14718 -1.48393
N -0.20442 0.74238 -2.20616
H -0.75682 0.93870 1.77624
H -1.48394 -0.60412 1.88930
H -1.19868 0.05075 0.26507
H 1.33509 0.26165 1.31788
H 0.76243 -0.99888 2.39512
H 1.29647 -3.24346 1.61427
H -0.37092 -2.95454 1.12617
H 0.75603 -3.56872 -0.07420
H -0.34705 -1.60195 -1.18344
H 1.27045 -1.96588 -1.58536
H 1.78143 0.13197 -2.13872
H 1.19075 0.80237 -0.66172
H -1.07896 0.59561 -1.72538
H -0.26711 0.38583 -3.14962
O -2.08145 5.90149 -0.01032
H -1.21630 5.99975 0.39077
H -2.59506 5.32113 0.55351



4.
Below is one molecule with the formula C4H2ClO4P at a distorted geometry, with properties calculated with ωB97M-V/def2-TZVPD.

Its spin multiplicity is 1. The value obtained for the HOMO energy is -10.013 eV. As for the structure (SMILES): O=C1C=C(P(O)Cl)C(=O)O1. The LUMO energy comes out at -1.2 eV. The max |F| comes out at 1.50 eV/A. For the gap between HOMO and LUMO, the calculation gives 0.3223 Ha.

Cartesian coordinates (Å):
O -0.15246 1.08641 2.99252
C -0.17391 0.90542 1.82959
C 0.79413 0.23410 0.89716
C 0.04953 -0.35881 -0.04451
P 0.49095 -1.38263 -1.49330
O 0.22565 -0.25127 -2.65237
Cl 2.53752 -1.31130 -1.34807
C -1.38591 0.00240 0.25701
O -2.39089 -0.57423 0.01544
O -1.30237 1.16879 1.02047
H 1.87392 0.21721 0.96561
H -0.56617 0.26391 -2.43954



5.
Below is one molecule with the formula C4H5F2NO at a distorted geometry, with properties calculated with ωB97M-V/def2-TZVPD.

For the energy relative to the best compared isomer or geometry (same formula, charge and spin), the calculation gives 3.5276 eV. Its spin multiplicity is 1. The value obtained for the HOMO energy (alpha / beta) is -7.543 / -7.776 eV. As for the structure (SMILES): CN1COC(F)=C1F. The LUMO energy (alpha / beta) comes out at 0.3 / 0.3 eV. The max |F| comes out at 4.87 eV/A. For the gap between HOMO and LUMO (alpha / beta), the calculation gives 0.2874 / 0.2984 Ha.

Cartesian coordinates (Å):
C 1.19947 -1.12086 0.43065
N -0.05246 -0.33695 0.50485
C -0.84408 -0.45155 -0.71676
O -1.29696 0.76142 -1.12498
C -0.63365 1.69856 -0.36746
F -1.37493 2.86444 -0.25410
C -0.14103 0.94606 0.93039
F 0.86834 1.22718 1.68775
H 1.88439 -0.48322 -0.13003
H 1.58136 -1.19908 1.35247
H 0.95221 -2.00161 -0.22348
H -0.27556 -0.88448 -1.49662
H -1.86710 -1.01989 -0.59269



6.
Below is a 2-piece molecular cluster, C5H5NS2 overall at a distorted geometry, with properties calculated with ωB97M-V/def2-TZVPD.

For the energy relative to the best compared isomer or geometry (same formula, charge and spin), the calculation gives 6.0679 eV. Its spin multiplicity is 1. The value obtained for the HOMO energy is -8.729 eV. The LUMO energy comes out at -1.8 eV. The max |F| comes out at 7.04 eV/A. For the gap between HOMO and LUMO, the calculation gives 0.2541 Ha.

Cartesian coordinates (Å):
C 1.79733 0.43033 0.49030
C 0.38853 0.42065 -0.27768
C -0.67047 1.29764 0.35603
C -1.96065 0.87299 0.01984
C -2.27448 -0.13002 -0.86049
H -0.24060 -0.53659 2.12078
H 2.31280 -0.50154 -0.13741
H 2.50111 1.48755 0.46191
H -0.53337 2.16698 0.97230
H -2.77790 1.29571 0.59405
N -2.67170 -1.19788 -1.22954
S 1.87688 -0.32012 2.01702
S 0.23301 -0.48466 -1.62783



7.
Below is a 2-piece molecular cluster, C3H6INOS overall at a distorted geometry, with properties calculated with ωB97M-V/def2-TZVPD.

For the energy relative to the best compared isomer or geometry (same formula, charge and spin), the calculation gives 2.5476 eV. Its spin multiplicity is 1. The value obtained for the HOMO energy is -7.789 eV. The LUMO energy comes out at -0.6 eV. The max |F| comes out at 3.12 eV/A. For the gap between HOMO and LUMO, the calculation gives 0.2626 Ha.

Cartesian coordinates (Å):
C 2.08664 0.59509 0.03650
C 0.38896 -1.16512 -0.04211
C -0.20594 1.18586 -0.13802
N 0.86283 0.16754 -0.07324
O 2.72480 1.58194 0.10511
S 3.69352 -1.65504 0.14666
I 5.46264 -0.11704 -0.03882
H -0.58005 -1.36327 0.51872
H 0.05698 -1.49343 -1.01490
H 1.22036 -1.66885 0.41276
H -0.55756 1.04478 -1.22205
H -0.76436 1.03881 0.84455
H 0.21189 2.32631 -0.02638



8.
Below is a 2-piece molecular cluster, C6H11S overall, with properties calculated with ωB97M-V/def2-TZVPD.

For the energy relative to the best compared isomer or geometry (same formula, charge and spin), the calculation gives 0.2114 eV. Its spin multiplicity is 1. The value obtained for the HOMO energy is -2.286 eV. The net charge is -1. The LUMO energy comes out at 3.9 eV. The max |F| comes out at 0.80 eV/A. For the gap between HOMO and LUMO, the calculation gives 0.2286 Ha.

Cartesian coordinates (Å):
C -2.34549 1.12385 1.79278
C -1.25967 1.36434 0.74096
S 0.38586 0.90353 1.35908
H -2.07293 1.70389 2.67502
H -2.38771 0.07436 2.08496
H -3.33887 1.42510 1.43066
H -1.32899 2.42041 0.45103
H -1.45893 0.79821 -0.17617
C 0.89042 0.48541 -2.28576
C 0.73966 -0.80552 -2.02234
C 1.16978 -1.50206 -0.81206
C 0.79889 -2.75458 -0.54638
H 1.26701 1.18606 -1.54898
H 0.69440 0.89575 -3.27179
H 0.24167 -1.41564 -2.77329
H 1.68722 -0.90987 -0.07052
H 1.16825 -3.17124 0.38359
H 0.18965 -3.34360 -1.22131